Here is a structure of composition Br2H4OSi2 from the Open Molecules 2025 dataset. Energies are from ωB97M-V/def2-TZVPD.

XYZ file:
```
9
Properties=species:S:1:pos:R:3:nbo_charge:R:1
H 1.74925 -0.06818 -2.20349 -0.150
Br 2.62811 1.66661 0.22136 -0.224
O -0.49080 0.40305 -0.50464 -1.263
H -2.70169 -0.61927 -0.25862 -0.227
Si 1.68660 -0.01127 -0.77442 1.278
H -2.09792 1.30384 1.10575 -0.227
Si -1.65423 0.03675 0.52008 1.281
Br 2.04693 -1.84012 0.32767 -0.226
H -1.16625 -0.87141 1.56631 -0.242
```

The value obtained for the HOMO energy is -0.3643 Eh. The LUMO energy comes out at 0.0 eV. Its total energy is -5804.72366 a.u. Its spin multiplicity is 1.


Here is a cluster of 3 separate species, C3H13NO3 in total from the Open Molecules 2025 dataset. Energies are from ωB97M-V/def2-TZVPD.

XYZ file:
```
20
Properties=species:S:1:pos:R:3:nbo_charge:R:1
O 5.18251 -0.66029 -2.87547 -0.932
H 5.18885 -1.31966 -3.57352 0.466
H -0.00158 2.39245 1.52339 0.464
O 0.59547 1.66078 1.29046 -0.724
C -2.76841 0.11045 0.83820 -0.210
O 1.05564 -2.69522 -0.04384 -0.960
H -2.82963 0.49241 -1.35871 0.207
H 0.14340 -0.24602 0.79619 0.179
H -3.38751 0.09733 1.73956 0.197
H -2.98590 1.93305 -0.27267 0.220
N -1.55693 0.72292 1.38708 -0.672
H -0.41953 1.17120 -0.34729 0.165
H -1.42302 0.44127 2.34434 0.365
H 0.31176 -2.88464 -0.63477 0.480
H 5.07118 0.16759 -3.31245 0.466
C -0.28838 0.73904 0.64238 0.079
H 1.20000 -3.33736 0.66219 0.482
H -2.70048 -0.93632 0.48597 0.152
C -3.22572 0.88419 -0.41892 -0.639
H -4.24467 0.51171 -0.57017 0.217
```

The value obtained for the HOMO energy is -0.3215 Eh. The LUMO energy comes out at 0.7 eV. Its total energy is -402.51874 a.u. Its spin multiplicity is 1.


Here is a cluster of 2 separate species, C3H8NO2 in total from the Open Molecules 2025 dataset. Energies are from ωB97M-V/def2-TZVPD.

XYZ file:
```
14
Properties=species:S:1:pos:R:3:nbo_charge:R:1
C -0.20960 -1.36913 -0.90105 0.133
C 1.19373 1.31632 0.85437 -0.522
H 0.89090 -1.18032 -1.00389 0.055
H 1.16735 0.23386 0.83993 0.263
H -0.18098 -3.32208 -0.41175 0.332
H 2.12111 1.86011 0.73204 0.175
H -0.99344 3.53387 1.08951 0.465
N -0.34882 -2.82466 -1.28254 -0.915
H -1.33371 -2.99238 -1.46934 0.321
O -0.06621 3.31182 0.99609 -0.717
H -0.67842 -0.82101 -1.76574 0.054
O -0.70884 -1.05004 0.28712 -0.964
H -0.88961 1.37555 1.05118 0.207
C 0.03654 1.92811 0.98406 0.113
```

The value obtained for the HOMO energy is -0.0942 Eh. The LUMO energy comes out at 3.5 eV. Its total energy is -324.30180 a.u. Its spin multiplicity is 1. Its total charge is -1.


Here are the calculated ΔE to the lowest compared entry with this formula, charge and spin numbers, same order: 2.1351 1.6787 3.0907 (eV).